A 9-piece molecular cluster, C34H47F3N2O25 overall in a non-equilibrium geometry. Source: the Open Molecules 2025 dataset; level of theory: ωB97M-V/def2-TZVPD.

- highest occupied orbital energy (eV) = -8.0
- lowest unoccupied orbital energy (Eh) = 0.0057
- structure (SMILES) = CNC[C@H]1CNC(=O)[C@@H]1CCC(F)=C(F)F.O=C1OCCO1.O=C1OCCO1.O=C1OCCO1.O=C1OCCO1.O=C1OCCO1.O=C1OCCO1.O=C1OCCO1.O=C1OCCO1
- maximum force (Eh/bohr) = 0.0249
- energy (eV) = -98338.8741
- net charge = 0

Positions of all 111 atoms, in Å:
C (1.63, -2.43, 0.03)
N (0.80, -1.29, -0.37)
C (1.63, -0.10, -0.43)
C (0.95, 1.14, -0.98)
C (-0.38, 1.62, -0.30)
N (-0.35, 3.10, -0.26)
C (0.77, 3.43, -1.11)
O (0.81, 4.29, -1.94)
C (1.83, 2.38, -0.78)
C (3.09, 2.52, -1.63)
C (4.29, 1.66, -1.12)
C (5.61, 2.36, -1.19)
F (6.58, 1.76, -1.91)
C (5.96, 3.47, -0.53)
F (7.13, 3.61, 0.09)
F (5.25, 4.59, -0.44)
H (2.27, -2.14, 0.88)
H (2.31, -2.68, -0.79)
H (1.03, -3.27, 0.35)
H (0.08, -1.19, 0.35)
H (2.09, 0.13, 0.55)
H (2.44, -0.33, -1.12)
H (0.70, 1.01, -2.03)
H (-1.24, 1.29, -0.87)
H (-0.58, 1.24, 0.70)
H (-0.05, 3.45, 0.65)
H (1.98, 2.50, 0.30)
H (2.83, 2.16, -2.63)
H (3.37, 3.57, -1.64)
H (4.08, 1.33, -0.10)
H (4.36, 0.77, -1.75)
O (2.32, -0.79, -3.32)
C (1.67, -0.54, -4.29)
O (1.05, 0.64, -4.49)
C (0.57, 0.67, -5.84)
C (0.45, -0.81, -6.17)
O (1.46, -1.39, -5.32)
H (-0.38, 1.19, -5.90)
H (1.31, 1.19, -6.45)
H (-0.52, -1.22, -5.91)
H (0.66, -1.03, -7.21)
O (2.20, 3.38, -6.46)
C (2.40, 4.18, -5.60)
O (3.33, 4.04, -4.63)
C (3.43, 5.28, -3.92)
C (2.07, 5.90, -4.18)
O (1.72, 5.33, -5.45)
H (3.63, 5.10, -2.87)
H (4.25, 5.87, -4.35)
H (1.33, 5.59, -3.44)
H (2.10, 6.98, -4.24)
O (-3.01, -0.60, -7.09)
C (-2.99, 0.30, -7.86)
O (-3.64, 0.32, -9.04)
C (-3.54, 1.65, -9.58)
C (-2.29, 2.17, -8.91)
O (-2.28, 1.44, -7.68)
H (-3.47, 1.61, -10.67)
H (-4.44, 2.21, -9.30)
H (-1.38, 1.94, -9.47)
H (-2.32, 3.24, -8.71)
O (-1.56, -0.62, 1.55)
C (-1.97, -1.71, 1.81)
O (-3.24, -2.00, 2.16)
C (-3.39, -3.43, 2.15)
C (-1.96, -3.90, 2.35)
O (-1.21, -2.82, 1.78)
H (-4.05, -3.75, 2.94)
H (-3.79, -3.73, 1.18)
H (-1.70, -3.99, 3.40)
H (-1.74, -4.83, 1.84)
O (-3.10, 9.41, -0.62)
C (-2.19, 8.64, -0.66)
O (-0.89, 8.97, -0.44)
C (-0.14, 7.76, -0.34)
C (-1.00, 6.77, -1.09)
O (-2.31, 7.32, -0.91)
H (0.85, 7.89, -0.77)
H (-0.04, 7.50, 0.72)
H (-0.77, 6.74, -2.15)
H (-0.95, 5.76, -0.69)
O (-4.14, -3.78, 5.00)
C (-4.56, -4.86, 5.28)
O (-5.83, -5.12, 5.63)
C (-6.01, -6.54, 5.66)
C (-4.59, -7.04, 5.87)
O (-3.82, -5.99, 5.27)
H (-6.69, -6.83, 6.46)
H (-6.43, -6.86, 4.70)
H (-4.32, -7.11, 6.92)
H (-4.39, -7.99, 5.38)
O (-2.24, -8.98, 7.46)
C (-1.95, -8.19, 8.29)
O (-0.97, -8.33, 9.20)
C (-0.79, -7.08, 9.87)
C (-2.14, -6.41, 9.68)
O (-2.59, -7.00, 8.45)
H (-0.53, -7.24, 10.92)
H (0.02, -6.53, 9.38)
H (-2.85, -6.67, 10.47)
H (-2.08, -5.33, 9.59)
O (1.56, -3.56, 2.92)
C (1.98, -2.69, 3.61)
O (3.05, -1.92, 3.30)
C (3.11, -0.84, 4.24)
C (2.36, -1.41, 5.43)
O (1.46, -2.33, 4.81)
H (4.14, -0.59, 4.46)
H (2.61, 0.03, 3.81)
H (3.02, -1.96, 6.11)
H (1.81, -0.66, 5.99)